Entry 1:
The following is a DFT calculation (ωB97M-V with the def2-TZVPD basis set) of C66H158N10O18 as an isolated structure at a distorted geometry.

Geometry as ORCA input:
```
! RIJCOSX wB97M-V def2-TZVPD def2/J DEFGRID3
* xyz 0 1
C -0.2057 2.7489 2.8658
C -0.5863 2.5403 4.3200
C -0.6101 3.9120 5.0546
C -1.7871 4.8072 4.7345
C -3.1204 3.9911 5.0219
C -3.2530 2.5566 4.2095
N -1.9541 1.8834 4.4514
O -1.9197 0.5777 4.0065
C -4.3641 1.6807 4.8940
C -3.7051 2.7507 2.7635
C 0.5252 1.7549 5.0755
H -1.0064 3.2867 2.3581
H -0.0838 1.8806 2.2183
H 0.6749 3.3877 2.7980
H -0.5061 3.8421 6.1374
H 0.3125 4.4616 4.8684
H -1.6900 5.1998 3.7223
H -1.8089 5.6616 5.4111
H -3.9144 4.6383 4.6493
H -3.3492 3.8421 6.0772
H -4.0240 1.7096 5.9292
H -5.2717 2.2836 4.8636
H -4.4731 0.6408 4.5860
H -3.7033 3.7952 2.4520
H -3.0009 2.1981 2.1415
H -4.7296 2.4136 2.6057
H 0.1320 1.5090 6.0619
H 1.4145 2.3746 4.9606
H 0.6487 0.7749 4.6145
H -1.8153 0.0425 4.7966
C 1.0122 -6.4359 -4.0586
C 0.2495 -5.5087 -3.0484
C -1.3035 -5.6144 -3.4607
C -2.2382 -4.9823 -2.3637
C -1.8689 -5.5503 -0.9896
C -0.3429 -5.3919 -0.5261
N 0.4608 -5.9382 -1.6003
O 1.7897 -6.1094 -1.2316
C -0.0668 -3.9497 -0.1692
C -0.2849 -6.1958 0.8053
C 0.7218 -4.0753 -3.3139
H 0.6857 -7.4673 -3.9256
H 2.0649 -6.5091 -3.7856
H 0.8323 -6.1783 -5.1023
H -1.5287 -5.2689 -4.4696
H -1.5498 -6.6756 -3.4273
H -3.2806 -5.2270 -2.5680
H -2.1501 -3.8959 -2.3647
H -2.1832 -6.5906 -0.9056
H -2.4686 -4.9674 -0.2906
H -0.7246 -3.1889 -0.5897
H -0.1973 -3.8448 0.9078
H 0.9664 -3.6456 -0.3366
H 0.7702 -6.3694 1.0167
H -0.7605 -5.7358 1.6715
H -0.5595 -7.2440 0.6877
H 1.6791 -3.9009 -2.8228
H 0.0735 -3.2986 -2.9081
H 0.8860 -3.9020 -4.3775
H 1.8615 -7.0451 -1.0296
C 2.8172 -4.9034 1.4653
O 2.2620 -3.8173 2.2002
C 1.2763 -2.9807 1.5048
C 0.7541 -1.7367 2.2795
N 1.8115 -0.8199 2.6204
C 1.3586 0.2386 3.5343
C 2.3573 1.4688 3.5009
O 3.4200 1.1829 4.4463
C 4.3690 2.2189 4.4135
H 2.0698 -5.3788 0.8299
H 3.0960 -5.7187 2.1328
H 3.6834 -4.5765 0.8901
H 0.4165 -3.6462 1.4284
H 1.7067 -2.6781 0.5502
H 0.2737 -2.2371 3.1203
H 0.0223 -1.2064 1.6701
H 2.4705 -1.4707 3.0232
H 1.3053 -0.3070 4.4765
H 0.3918 0.6374 3.2271
H 1.8524 2.3783 3.8264
H 2.8147 1.5597 2.5157
H 4.9070 2.1496 3.4680
H 4.9889 2.2045 5.3099
H 3.8076 3.1531 4.3982
C 2.2832 7.8489 -1.8856
O 1.8774 8.2077 -0.5721
C 2.8013 7.8557 0.4061
C 2.1942 6.9233 1.3730
N 2.1117 5.5814 0.8185
C 1.3417 4.5660 1.5606
C -0.1812 4.6253 1.3490
O -0.6499 5.7688 2.1922
C -2.0627 6.0145 2.1001
H 2.3219 6.7629 -1.9705
H 3.1198 8.4736 -2.1986
H 1.5186 8.1345 -2.6081
H 3.0462 8.7289 1.0108
H 3.7564 7.4463 0.0772
H 1.1656 7.2570 1.5098
H 2.5748 6.7718 2.3831
H 1.5721 5.6973 -0.0274
H 1.6710 4.7177 2.5885
H 1.7382 3.6407 1.1426
H -0.7125 3.7249 1.6577
H -0.2708 4.7354 0.2683
H -2.5299 5.7888 1.1415
H -2.4332 6.9786 2.4483
H -2.5367 5.2462 2.7110
C -4.3264 6.3989 0.6435
O -3.9979 5.2204 1.3780
C -4.4942 3.9650 0.9588
C -3.8602 3.3856 -0.3492
N -4.4645 4.1163 -1.4959
C -3.9284 3.7755 -2.8111
C -2.4744 4.2178 -3.0308
O -2.3518 5.5697 -2.6951
C -0.9946 5.9144 -2.3852
H -3.4576 6.6290 0.0266
H -4.4316 7.3086 1.2347
H -5.2576 6.2671 0.0925
H -5.5757 4.0683 0.8701
H -4.2453 3.2588 1.7509
H -4.2367 2.3627 -0.3539
H -2.7704 3.3874 -0.3292
H -4.3035 5.1132 -1.5138
H -4.6432 4.1398 -3.5489
H -3.8863 2.6871 -2.8527
H -2.2135 4.0508 -4.0758
H -1.8791 3.6293 -2.3327
H -0.2111 5.6339 -3.0891
H -0.7749 5.5379 -1.3862
H -0.9172 6.9957 -2.2715
C -3.2993 0.2558 1.1838
O -2.8567 -0.9839 0.5572
C -1.8579 -1.7190 1.2858
C -2.0539 -3.2513 1.2915
N -3.0453 -3.7710 2.2612
C -2.5032 -3.8434 3.6369
C -1.2593 -4.8269 3.6965
O -0.0824 -4.0362 3.8824
C 1.1339 -4.7724 3.9672
H -3.6901 -0.0589 2.1514
H -3.9554 0.8302 0.5298
H -2.4865 0.9615 1.3559
H -1.6913 -1.2962 2.2765
H -0.9215 -1.5129 0.7673
H -1.0220 -3.5726 1.4335
H -2.3927 -3.5350 0.2951
H -3.9889 -3.4372 2.1262
H -3.2938 -4.1608 4.3168
H -2.2868 -2.8330 3.9840
H -1.1262 -5.4618 2.8205
H -1.3958 -5.6248 4.4264
H 1.0825 -5.6649 4.5908
H 1.8211 -4.0755 4.4470
H 1.5439 -5.0459 2.9950
C -1.1348 -1.8813 -4.0574
O -1.0495 -2.3608 -2.7173
C -1.8341 -1.6723 -1.7649
C -3.2702 -2.0808 -1.7686
N -4.0204 -1.6719 -0.5627
C -5.3978 -2.2114 -0.4855
C -6.0101 -1.9774 0.8845
O -5.2496 -2.8464 1.7510
C -5.5661 -2.5779 3.1262
H -0.8778 -0.8224 -4.0850
H -2.2029 -1.8570 -4.2735
H -0.5908 -2.5068 -4.7651
H -1.6074 -0.6062 -1.7626
H -1.4229 -1.9571 -0.7964
H -3.4170 -3.1420 -1.9693
H -3.7164 -1.7116 -2.6920
H -3.5054 -1.7244 0.3046
H -5.4621 -3.2926 -0.6081
H -6.0821 -1.8237 -1.2402
H -7.0869 -2.1264 0.8049
H -5.9974 -0.9150 1.1276
H -4.9718 -1.8115 3.6237
H -5.1908 -3.5181 3.5301
H -6.6097 -2.4109 3.3929
C -2.2246 1.7592 -1.3027
O -1.1166 2.5158 -1.2624
C -0.6058 2.9907 0.0307
C 0.0747 1.7811 0.7932
N 0.9628 1.1592 -0.1561
C 1.4064 -0.1293 0.3233
C 2.3186 -0.9684 -0.6515
O 1.4907 -1.5043 -1.6208
C 0.9531 -2.7735 -1.4823
H -2.0735 0.7425 -0.9399
H -2.5817 1.8391 -2.3295
H -2.9655 2.2375 -0.6622
H -1.4835 3.3747 0.5506
H 0.1548 3.7705 -0.0069
H -0.7186 1.1050 1.1122
H 0.6776 2.0018 1.6741
H 0.5483 1.1315 -1.0767
H 0.5371 -0.7840 0.3861
H 1.9787 -0.0125 1.2436
H 3.0336 -1.6856 -0.2484
H 3.0592 -0.3131 -1.1100
H 1.7427 -3.5223 -1.5440
H 0.3021 -2.8214 -2.3553
H 0.3144 -3.0322 -0.6377
C 9.1600 0.8320 -4.4935
O 8.4140 -0.0909 -3.8176
C 7.3472 0.4959 -3.0582
C 6.6433 -0.6000 -2.2700
N 6.0875 -1.6235 -3.1014
C 5.6836 -2.9089 -2.5804
C 4.4146 -2.6597 -1.7826
O 3.9077 -3.8985 -1.1983
C 3.1521 -4.7839 -2.0460
H 8.4539 1.4765 -5.0170
H 9.8292 0.3019 -5.1712
H 9.7376 1.4546 -3.8102
H 6.6270 0.9635 -3.7297
H 7.5925 1.2733 -2.3347
H 5.7691 -0.1787 -1.7737
H 7.2878 -0.9470 -1.4624
H 6.6348 -1.7009 -3.9466
H 6.4366 -3.3569 -1.9321
H 5.4560 -3.5976 -3.3940
H 3.5716 -2.1193 -2.2132
H 4.6232 -2.0732 -0.8878
H 2.1949 -4.3284 -2.2996
H 2.9674 -5.6989 -1.4831
H 3.7996 -4.9634 -2.9043
C 3.4405 -3.1002 -4.5176
O 2.7212 -2.1044 -5.1856
C 1.3503 -2.1233 -4.7972
C 0.3983 -1.0750 -5.3260
N 0.8406 0.2356 -4.9277
C 0.5679 0.7327 -3.5795
C 1.5112 1.9609 -3.3254
O 2.8463 1.7140 -3.8503
C 3.6433 0.7789 -3.1711
H 4.4376 -3.1895 -4.9486
H 2.9832 -4.0525 -4.7861
H 3.5069 -2.8617 -3.4560
H 1.3539 -1.8739 -3.7361
H 0.8499 -3.0839 -4.9196
H -0.5740 -1.2182 -4.8547
H 0.2483 -0.9963 -6.4028
H 1.8303 0.4086 -5.0312
H 0.9057 -0.0677 -2.9212
H -0.4758 0.9417 -3.3448
H 1.6280 2.2605 -2.2838
H 1.1817 2.8348 -3.8873
H 3.6952 -0.1377 -3.7586
H 3.1685 0.4614 -2.2427
H 4.6411 1.0844 -2.8561
*
```

HOMO level	-6.1	eV
DFT total energy	-4508.01504	Ha
ΔE to the lowest compared entry with this formula, charge and spin	73.026	eV

Atomic partial charges in e from the Löwdin method, atoms 1 to 4: atom 1 (C): -0.11, atom 2 (C): -0.35, atom 3 (C): -0.13, atom 4 (C): -0.16


Entry 2:
The following is a DFT calculation (ωB97M-V with the def2-TZVPD basis set) of a 12-piece molecular cluster, C66H164N12O2 overall at a distorted geometry.

Geometry as ORCA input:
```
! RIJCOSX wB97M-V def2-TZVPD def2/J DEFGRID3
* xyz 0 1
C 4.0360 5.1684 4.5543
C 3.1077 3.9611 4.5789
N 1.7370 4.2798 4.9708
C 1.6378 4.9239 6.2640
C 0.2383 5.4508 6.5636
C 0.9005 3.0817 4.8824
C 0.6751 2.6471 3.4391
H 4.2461 5.5667 5.5434
H 3.6424 5.9203 3.8718
H 4.9903 4.8569 4.1196
H 3.0841 3.6055 3.5494
H 3.4415 3.1275 5.2207
H 1.8852 4.1929 7.0617
H 2.3394 5.7488 6.3516
H 0.2413 6.1382 7.4146
H -0.1235 6.0116 5.6997
H -0.4683 4.6814 6.8760
H -0.0686 3.2735 5.3352
H 1.4257 2.2975 5.4569
H 1.5889 2.3424 2.9302
H 0.2990 3.5398 2.9285
H -0.1070 1.8926 3.3713
C 7.0651 3.2479 1.0867
C 5.9301 2.8299 0.1577
N 5.2484 1.6034 0.5220
C 4.9814 1.4609 1.9543
C 4.5170 0.0785 2.3694
C 4.0926 1.3157 -0.3179
C 4.4267 1.2716 -1.8123
H 6.7589 3.7821 1.9887
H 7.7090 3.9811 0.5925
H 7.7032 2.4045 1.3589
H 5.2591 3.7095 0.1143
H 6.3713 2.6611 -0.8231
H 5.9409 1.6970 2.4058
H 4.2246 2.1995 2.2770
H 5.1156 -0.7103 1.9156
H 4.5875 0.0059 3.4577
H 3.4551 -0.0697 2.1610
H 3.3480 2.1229 -0.1767
H 3.6519 0.3736 -0.0009
H 3.4953 1.0409 -2.3291
H 5.1297 0.4515 -1.9925
H 4.9455 2.1595 -2.1598
C -6.0768 -2.2224 0.1229
C -7.0799 -3.2432 -0.4276
N -6.6070 -4.6134 -0.2782
C -7.6777 -5.5973 -0.4093
C -8.0880 -5.9055 -1.8496
C -5.3872 -4.9301 -0.9929
C -4.7757 -6.2748 -0.5818
H -5.1641 -2.2063 -0.4751
H -5.8446 -2.5753 1.1302
H -6.4511 -1.2023 0.1725
H -7.9465 -3.1560 0.2294
H -7.3273 -3.0327 -1.4791
H -7.4273 -6.5095 0.1353
H -8.5369 -5.2175 0.1492
H -8.9133 -6.6233 -1.8481
H -8.4266 -5.0278 -2.3982
H -7.2757 -6.3803 -2.4008
H -4.6338 -4.1598 -0.8315
H -5.5499 -4.9232 -2.0869
H -5.4916 -7.0777 -0.4264
H -4.2159 -6.0737 0.3304
H -4.1472 -6.5976 -1.4141
C -0.8858 1.2534 0.3620
C 0.1495 0.4405 -0.4053
N -0.4078 -0.1322 -1.6179
C 0.6390 -0.6433 -2.5040
C 1.3107 -1.9037 -1.9567
C -1.5178 -1.0462 -1.3376
C -2.0444 -1.7341 -2.5914
H -1.6463 0.6282 0.8340
H -1.4094 1.8643 -0.3733
H -0.4261 1.9003 1.1067
H 0.9143 1.1643 -0.7133
H 0.6754 -0.2917 0.2311
H 1.3670 0.1653 -2.6409
H 0.2686 -0.6967 -3.5284
H 0.5981 -2.7272 -1.9092
H 1.8041 -1.7370 -0.9994
H 2.1261 -2.1888 -2.6298
H -1.1785 -1.7903 -0.5933
H -2.3084 -0.4674 -0.8607
H -1.2647 -2.2486 -3.1445
H -2.8294 -2.4443 -2.3289
H -2.4689 -0.9385 -3.2105
C -2.2799 -1.0273 6.8940
C -1.9836 -1.4514 5.4608
N -0.7608 -0.8875 4.9105
C 0.3884 -1.6142 5.4852
C 1.7323 -1.1259 4.9826
C -0.7634 -0.9403 3.4443
C -0.7971 -2.3302 2.8094
H -1.5592 -1.4335 7.6049
H -3.2709 -1.3828 7.1756
H -2.2432 0.0587 6.9897
H -2.0443 -2.5500 5.3922
H -2.8171 -1.1133 4.8337
H 0.3475 -1.3878 6.5542
H 0.2502 -2.6990 5.3828
H 1.7806 -0.0350 5.0241
H 2.5554 -1.4423 5.6253
H 1.9149 -1.4839 3.9682
H 0.1492 -0.4638 3.0791
H -1.6082 -0.3211 3.1348
H -1.6959 -2.8765 3.1164
H 0.0340 -2.9569 3.1344
H -0.8637 -2.2707 1.7231
C -4.7290 4.6701 -0.1619
C -3.7647 3.6081 -0.6717
N -4.0465 3.1952 -2.0459
C -5.3170 2.5125 -2.2028
C -5.5281 1.1892 -1.4402
C -2.8992 2.4925 -2.6057
C -2.9532 2.2082 -4.1068
H -5.7086 4.2780 0.1058
H -4.7939 5.4773 -0.8923
H -4.3029 5.1164 0.7417
H -2.7416 3.9918 -0.6595
H -3.7540 2.7438 0.0132
H -6.1308 3.1853 -1.9268
H -5.4140 2.3310 -3.2763
H -5.5987 1.4042 -0.3715
H -6.5065 0.8041 -1.7298
H -4.7350 0.4735 -1.6509
H -2.8465 1.5097 -2.1071
H -1.9805 3.0424 -2.4138
H -1.9547 1.9031 -4.4182
H -3.2576 3.1087 -4.6451
H -3.6704 1.4244 -4.3546
C 7.8870 -5.8842 -3.4875
C 6.6731 -5.0151 -3.1646
N 5.8352 -4.7409 -4.3298
C 5.3337 -5.9154 -5.0255
C 4.2992 -6.7759 -4.2933
C 4.7748 -3.7689 -4.0919
C 5.2045 -2.5193 -3.3380
H 8.4352 -5.4746 -4.3376
H 7.5787 -6.8982 -3.7342
H 8.5579 -5.8668 -2.6293
H 6.0427 -5.5276 -2.4178
H 7.0452 -4.0691 -2.7845
H 4.9943 -5.6388 -6.0259
H 6.2193 -6.5175 -5.2481
H 4.5977 -7.1323 -3.3083
H 3.3403 -6.2618 -4.2242
H 4.1445 -7.6612 -4.9170
H 4.0087 -4.2571 -3.4563
H 4.3176 -3.4871 -5.0410
H 4.4657 -1.7224 -3.3558
H 6.0967 -2.1475 -3.8620
H 5.4929 -2.7218 -2.3081
C -1.2813 -4.7055 -0.2210
C -0.9769 -6.1818 -0.1415
N 0.0238 -6.6661 -1.0954
C 0.1873 -8.1074 -1.0548
C 0.7647 -8.6742 -2.3473
C 1.3146 -5.9539 -0.9778
C 2.0189 -6.0499 0.3746
H -0.4450 -4.1099 0.1557
H -2.1665 -4.4567 0.3679
H -1.4877 -4.3167 -1.2223
H -0.6767 -6.4893 0.8725
H -1.8852 -6.7414 -0.3822
H -0.8120 -8.5207 -0.8921
H 0.8196 -8.4850 -0.2369
H 1.8577 -8.6507 -2.3418
H 0.4187 -8.2080 -3.2693
H 0.5132 -9.7364 -2.4253
H 1.9367 -6.3855 -1.7650
H 1.1214 -4.9063 -1.2085
H 2.3246 -7.0568 0.6512
H 2.9254 -5.4417 0.3121
H 1.3975 -5.6044 1.1530
C 0.8816 4.7495 -2.7186
C 0.0251 4.7311 -1.4554
N 0.6537 5.4618 -0.3609
C -0.2961 5.7300 0.7430
C -1.3583 6.7421 0.3010
C 1.7296 4.6474 0.2181
C 2.8222 5.4925 0.8792
H 1.8011 4.1790 -2.5661
H 1.1350 5.7799 -2.9671
H 0.4021 4.2726 -3.5756
H -0.9554 5.1386 -1.7000
H -0.1512 3.6801 -1.1619
H -0.7873 4.7874 1.0279
H 0.3108 6.1824 1.5249
H -1.9575 7.0492 1.1622
H -0.8537 7.6406 -0.0521
H -2.0559 6.3259 -0.4218
H 2.2624 4.1140 -0.5722
H 1.3304 3.8848 0.9003
H 3.4319 5.9728 0.1183
H 3.4077 4.8728 1.5621
H 2.3803 6.2646 1.5147
C -2.9930 3.3334 2.8352
C -2.5822 4.6261 3.5477
N -3.6947 5.2369 4.2561
C -3.2563 6.5046 4.8642
C -2.5394 7.4734 3.9435
C -4.2393 4.3474 5.2664
C -5.3283 4.9494 6.1334
H -2.2220 3.1420 2.0863
H -3.9609 3.4090 2.3437
H -3.0243 2.4862 3.5233
H -1.7231 4.4585 4.2227
H -2.1794 5.2881 2.7837
H -4.1102 7.0287 5.2901
H -2.5782 6.2685 5.7030
H -1.5837 7.1128 3.5631
H -3.1245 7.8589 3.1071
H -2.2866 8.3574 4.5384
H -3.4829 3.8124 5.8742
H -4.6782 3.4949 4.7323
H -4.9827 5.7668 6.7675
H -5.7153 4.1724 6.7920
H -6.1277 5.3693 5.5211
C 0.2318 -5.0040 -4.3230
N -0.3967 -3.9261 -5.0531
C 0.2269 -2.7963 -5.4441
C -0.6162 -1.7244 -6.0844
O 1.4279 -2.6468 -5.2749
H -0.2085 -5.1302 -3.3300
H 1.3036 -4.8821 -4.2008
H 0.0538 -5.9424 -4.8544
H -1.3620 -4.0851 -5.2845
H -0.5679 -1.7158 -7.1733
H -0.1951 -0.7556 -5.8062
H -1.6562 -1.7401 -5.7569
C 3.1543 -0.0573 -5.4372
N 3.4340 1.3510 -5.6644
C 2.4603 2.2040 -6.0533
C 2.8684 3.6555 -6.1227
O 1.3572 1.8145 -6.4007
H 4.0503 -0.6130 -5.1799
H 2.7006 -0.5136 -6.3129
H 2.4462 -0.1234 -4.6105
H 4.3413 1.7079 -5.4257
H 3.4424 3.9303 -5.2336
H 2.0210 4.3245 -6.2172
H 3.5398 3.7876 -6.9742
*
```

HOMO level	-7.9	eV
DFT total energy	-3420.52503	Ha
structure (SMILES)	CCN(CC)CC.CCN(CC)CC.CCN(CC)CC.CCN(CC)CC.CCN(CC)CC.CCN(CC)CC.CCN(CC)CC.CCN(CC)CC.CCN(CC)CC.CCN(CC)CC.CNC(C)=O.CNC(C)=O
ΔE to the lowest compared entry with this formula, charge and spin	0.000	eV

Atomic partial charges in e from the Löwdin method, atoms 1 to 4: atom 1 (C): -0.08, atom 2 (C): -0.26, atom 3 (N): -0.19, atom 4 (C): -0.26